1.
# C64H158N6O16

A cluster of 16 separate species, C64H158N6O16 in total (ωB97M-V/def2-TZVPD, the OMol25 dataset).

Values from the calculation:
Kohn-Sham gap = 0.2950 hartree

```
244
Properties=species:S:1:pos:R:3:lowdin_charge:R:1
C 1.642 5.904 -2.518 -0.062
C 1.693 5.157 -1.154 -0.276
O 2.397 3.966 -1.390 -0.104
H 0.988 6.775 -2.480 0.069
H 1.110 5.338 -3.283 0.076
H 2.613 6.158 -2.942 0.060
H 0.642 4.996 -0.915 0.093
H 2.097 5.658 -0.274 0.095
H 3.146 3.977 -0.789 0.026
C -3.405 -3.296 -2.122 -0.047
C -2.331 -4.020 -3.028 -0.276
O -1.337 -4.429 -2.133 -0.103
H -3.885 -4.051 -1.499 0.079
H -4.241 -2.929 -2.718 0.051
H -2.930 -2.522 -1.519 0.051
H -1.929 -3.362 -3.799 0.101
H -2.785 -4.842 -3.580 0.113
H -0.762 -4.981 -2.668 0.034
C -1.272 -6.800 1.040 -0.070
C -0.686 -5.393 1.039 -0.332
O -1.742 -4.564 0.708 -0.106
H -1.988 -6.751 1.861 0.068
H -0.460 -7.488 1.273 0.069
H -1.765 -7.144 0.130 0.077
H 0.073 -5.364 0.257 0.097
H -0.255 -5.070 1.987 0.109
H -1.760 -4.481 -0.249 0.039
C 5.110 2.374 1.617 -0.046
C 5.576 3.790 1.086 -0.250
O 4.662 4.156 0.054 -0.113
H 5.046 1.769 0.712 0.050
H 4.179 2.370 2.184 0.049
H 5.850 1.879 2.245 0.073
H 6.510 3.634 0.547 0.109
H 5.704 4.480 1.920 0.105
H 4.864 5.061 -0.191 0.105
C -4.142 4.621 -0.686 -0.067
C -2.690 4.206 -0.718 -0.284
O -2.544 3.306 0.355 -0.120
H -4.859 3.837 -0.444 0.066
H -4.330 4.990 -1.695 0.075
H -4.422 5.368 0.057 0.083
H -1.966 5.005 -0.557 0.110
H -2.426 3.593 -1.580 0.108
H -1.744 2.785 0.251 0.031
C -0.412 1.462 -5.431 -0.070
C -0.693 -0.041 -5.451 -0.326
O -0.733 -0.439 -6.797 -0.081
H -0.534 1.721 -4.379 0.046
H -1.140 2.068 -5.971 0.080
H 0.612 1.695 -5.723 0.065
H -1.547 -0.387 -4.869 0.106
H 0.156 -0.581 -5.031 0.092
H 0.147 -0.218 -7.112 0.079
C 1.407 -3.866 -4.094 -0.052
C 1.678 -5.226 -3.376 -0.272
O 0.506 -6.029 -3.434 -0.078
H 0.731 -3.224 -3.530 0.054
H 1.062 -3.981 -5.122 0.081
H 2.278 -3.215 -4.169 0.060
H 2.010 -5.050 -2.353 0.075
H 2.568 -5.677 -3.817 0.109
H 0.725 -6.953 -3.578 0.103
C -3.001 2.291 6.027 -0.080
C -3.733 3.435 5.362 -0.309
O -2.830 4.368 4.787 -0.063
H -2.077 2.655 6.476 0.045
H -2.702 1.558 5.277 0.050
H -3.514 1.837 6.875 0.080
H -4.338 3.890 6.146 0.114
H -4.372 3.004 4.592 0.085
H -2.428 3.939 4.028 0.063
C 2.298 5.362 2.521 -0.086
C 2.004 5.725 3.961 -0.317
O 2.716 6.907 4.332 -0.054
H 3.371 5.374 2.326 0.058
H 1.922 6.137 1.853 0.070
H 1.879 4.441 2.116 0.055
H 2.093 4.856 4.614 0.103
H 0.926 5.890 3.971 0.113
H 3.565 6.522 4.563 0.078
C -4.146 0.137 1.623 -0.050
C -4.270 1.409 2.478 -0.312
O -4.856 2.400 1.684 -0.090
H -3.634 0.230 0.665 0.051
H -5.087 -0.392 1.473 0.079
H -3.653 -0.568 2.293 0.035
H -3.317 1.796 2.837 0.075
H -4.935 1.253 3.328 0.113
H -4.178 2.740 1.097 0.017
C 3.188 -4.560 0.487 -0.034
C 4.359 -3.603 0.273 -0.468
C 5.106 -3.513 1.605 -0.135
C 6.517 -2.856 1.512 -0.175
C 7.303 -3.487 0.368 -0.149
C 6.626 -3.646 -1.015 -0.471
N 5.262 -4.129 -0.809 -0.101
O 4.640 -4.339 -2.042 -0.017
C 6.648 -2.288 -1.748 -0.041
C 7.571 -4.689 -1.798 -0.016
C 3.812 -2.162 0.016 -0.022
H 2.507 -4.380 1.319 0.085
H 3.649 -5.509 0.762 0.087
H 2.523 -4.725 -0.362 0.053
H 4.573 -2.937 2.362 0.123
H 5.383 -4.540 1.843 0.117
H 6.994 -2.878 2.491 0.112
H 6.366 -1.801 1.281 0.091
H 7.641 -4.442 0.769 0.114
H 8.173 -2.845 0.226 0.118
H 5.952 -2.339 -2.585 0.072
H 6.400 -1.432 -1.120 0.062
H 7.650 -2.157 -2.156 0.085
H 7.159 -4.790 -2.802 0.069
H 8.590 -4.335 -1.958 0.079
H 7.511 -5.651 -1.289 0.078
H 3.220 -1.845 0.874 0.065
H 3.128 -2.131 -0.832 0.072
H 4.637 -1.460 -0.112 0.055
H 4.532 -5.292 -2.020 0.101
C 3.565 -0.382 -3.644 -0.055
C 4.354 0.868 -3.572 -0.480
C 5.798 0.421 -4.021 -0.120
C 6.785 1.583 -4.309 -0.164
C 6.112 2.360 -5.464 -0.132
C 4.710 2.935 -5.023 -0.460
N 3.839 1.847 -4.511 -0.060
O 2.566 2.322 -4.021 -0.023
C 4.814 4.173 -4.084 -0.014
C 4.149 3.382 -6.394 -0.053
C 4.429 1.348 -2.043 0.004
H 3.827 -1.172 -2.941 0.075
H 3.657 -0.681 -4.688 0.092
H 2.488 -0.291 -3.508 0.056
H 6.265 -0.099 -3.184 0.081
H 5.799 -0.215 -4.906 0.121
H 7.776 1.233 -4.599 0.105
H 7.001 2.229 -3.458 0.100
H 6.124 1.865 -6.436 0.117
H 6.703 3.266 -5.602 0.110
H 3.843 4.398 -3.642 0.046
H 5.526 4.025 -3.272 0.070
H 5.064 5.093 -4.612 0.087
H 3.132 3.766 -6.320 0.076
H 4.780 4.156 -6.829 0.083
H 3.993 2.562 -7.096 0.082
H 4.806 2.371 -2.004 0.052
H 5.149 0.813 -1.425 0.067
H 3.425 1.444 -1.630 0.061
H 2.805 2.869 -3.270 0.031
C -9.752 -3.017 -3.141 -0.051
C -9.415 -1.495 -3.060 -0.482
C -9.821 -1.122 -1.610 -0.134
C -9.425 0.296 -1.168 -0.172
C -7.938 0.505 -1.302 -0.139
C -7.299 -0.029 -2.654 -0.467
N -7.923 -1.285 -3.140 -0.094
O -7.349 -1.748 -4.356 -0.017
C -7.417 1.122 -3.665 -0.035
C -5.803 -0.299 -2.355 -0.048
C -10.226 -0.819 -4.155 -0.041
H -9.434 -3.480 -4.075 0.078
H -10.791 -3.206 -2.872 0.082
H -9.138 -3.541 -2.409 0.077
H -10.906 -1.220 -1.620 0.113
H -9.513 -1.862 -0.871 0.119
H -9.576 0.428 -0.097 0.112
H -9.945 1.051 -1.758 0.109
H -7.336 0.146 -0.467 0.106
H -7.751 1.576 -1.239 0.111
H -6.967 2.040 -3.285 0.080
H -6.824 0.830 -4.532 0.077
H -8.428 1.322 -4.019 0.070
H -5.133 -0.562 -3.173 0.072
H -5.373 0.549 -1.823 0.077
H -5.683 -1.122 -1.650 0.074
H -10.357 0.256 -4.030 0.068
H -11.205 -1.298 -4.167 0.078
H -9.920 -0.984 -5.188 0.087
H -6.672 -2.379 -4.103 0.089
C -0.241 2.078 2.631 -0.028
C 0.303 1.019 1.684 -0.477
C -0.179 -0.350 2.231 -0.110
C -0.059 -1.490 1.222 -0.162
C -0.873 -1.133 -0.019 -0.121
C -0.468 0.270 -0.645 -0.375
N -0.302 1.352 0.384 -0.114
O 0.017 2.572 -0.179 -0.016
C 0.776 0.103 -1.576 -0.023
C -1.724 0.534 -1.625 -0.003
C 1.809 1.170 1.698 -0.026
H 0.039 3.086 2.327 0.078
H 0.021 1.887 3.671 0.084
H -1.326 2.128 2.721 0.058
H 0.450 -0.599 3.086 0.111
H -1.193 -0.187 2.595 0.102
H -0.409 -2.423 1.664 0.087
H 0.982 -1.659 0.949 0.093
H -1.897 -1.126 0.354 0.095
H -0.728 -1.983 -0.685 0.108
H 0.546 -0.694 -2.284 0.081
H 0.954 1.062 -2.061 0.070
H 1.685 -0.160 -1.036 0.057
H -2.577 0.844 -1.020 0.057
H -1.422 1.320 -2.317 0.063
H -2.054 -0.411 -2.057 0.066
H 2.107 2.208 1.549 0.057
H 2.349 0.588 0.952 0.072
H 2.201 0.927 2.686 0.090
H 0.835 2.361 -0.634 0.072
C -2.732 -1.761 5.016 -0.062
C -2.120 -2.960 4.303 -0.426
C -2.132 -4.250 5.164 -0.181
O -1.715 -5.414 4.502 -0.187
C -1.641 -6.575 5.236 -0.140
N -2.814 -3.141 3.050 0.066
H -2.188 -1.676 5.957 0.072
H -3.804 -1.834 5.197 0.089
H -2.520 -0.813 4.521 0.044
H -1.098 -2.716 4.015 0.119
H -3.151 -4.397 5.522 0.128
H -1.526 -4.159 6.066 0.122
H -1.394 -7.475 4.673 0.085
H -2.566 -6.937 5.684 0.087
H -0.886 -6.488 6.018 0.087
H -2.660 -2.392 2.390 0.039
H -2.461 -3.944 2.550 0.037
C 0.268 4.388 7.914 -0.038
C 0.988 3.177 8.530 -0.442
C 1.337 2.082 7.520 -0.189
O 0.227 1.452 6.853 -0.193
C 0.554 0.245 6.152 -0.098
N 2.175 3.635 9.262 0.026
H 0.016 5.077 8.721 0.078
H -0.526 3.922 7.331 0.058
H 0.894 4.916 7.195 0.072
H 0.309 2.738 9.261 0.133
H 1.836 1.399 8.207 0.114
H 2.079 2.359 6.772 0.123
H 0.599 -0.658 6.761 0.088
H 1.493 0.350 5.608 0.080
H -0.229 0.074 5.414 0.058
H 2.504 2.895 9.865 0.061
H 1.912 4.280 9.993 0.067
```

***

2.
# C64H46F4GaN13O2P2

A structure of composition C64H46F4GaN13O2P2 (ωB97M-V/def2-TZVPD, the OMol25 dataset).

Values from the calculation:
Total charge = +2
Kohn-Sham gap (alpha / beta) = 0.2172 / 0.1620 hartree

```
132
Properties=species:S:1:pos:R:3:lowdin_charge:R:1
Ga 0.362 0.156 0.224 0.259
C -8.666 -5.243 0.115 -0.027
O -7.726 -4.392 0.789 -0.049
C -7.582 -3.135 0.376 -0.260
C -8.231 -2.591 -0.741 0.020
C -8.001 -1.271 -1.069 0.021
C -7.098 -0.510 -0.327 -0.259
C -6.471 -1.044 0.812 0.010
C -6.715 -2.343 1.160 0.017
N -6.942 0.812 -0.740 0.152
N -6.085 1.552 -0.314 0.150
C -4.796 1.409 0.071 -0.206
C -4.337 2.214 1.129 0.037
C -3.039 2.148 1.578 0.045
C -2.115 1.313 0.925 -0.269
O -0.880 1.243 1.261 -0.049
C -2.566 0.540 -0.220 -0.135
N -1.605 -0.179 -0.832 0.061
C -1.896 -0.806 -1.953 -0.077
C -3.184 -0.784 -2.509 0.017
C -4.180 -0.096 -1.868 0.045
C -3.879 0.593 -0.678 -0.069
H -8.661 -6.177 0.665 0.102
H -8.349 -5.417 -0.914 0.102
H -9.661 -4.800 0.142 0.105
H -8.917 -3.178 -1.328 0.117
H -8.512 -0.809 -1.902 0.132
H -5.836 -0.428 1.436 0.121
H -6.278 -2.783 2.046 0.128
H -5.046 2.883 1.598 0.137
H -2.705 2.756 2.406 0.133
H -1.092 -1.332 -2.447 0.105
H -3.369 -1.295 -3.443 0.127
H -5.173 -0.049 -2.297 0.123
C 1.516 -4.276 0.660 -0.102
N 1.250 -2.830 0.522 -0.458
P 1.446 -1.981 -0.947 1.002
C 0.810 -3.123 -2.205 -0.347
C -0.355 -3.844 -1.926 -0.119
C -0.872 -4.731 -2.853 -0.058
C -0.233 -4.900 -4.077 -0.052
C 0.925 -4.194 -4.359 -0.048
C 1.455 -3.314 -3.423 -0.057
C 3.181 -1.769 -1.374 -0.407
C 3.475 -0.700 -2.223 -0.094
C 4.787 -0.455 -2.601 -0.041
C 5.808 -1.261 -2.116 -0.042
C 5.518 -2.322 -1.267 -0.047
C 4.207 -2.584 -0.900 -0.079
P 0.200 -1.997 1.567 0.996
C -1.219 -3.073 1.882 -0.329
C -1.180 -4.009 2.915 -0.067
C -2.235 -4.891 3.097 -0.046
C -3.341 -4.837 2.258 -0.050
C -3.397 -3.895 1.240 -0.068
C -2.346 -3.009 1.059 -0.097
C 0.967 -1.759 3.177 -0.372
C 2.169 -2.334 3.571 -0.079
C 2.691 -2.059 4.829 -0.047
C 2.003 -1.222 5.695 -0.053
C 0.804 -0.638 5.301 -0.056
C 0.292 -0.895 4.041 -0.095
H 2.045 -4.632 -0.222 0.086
H 0.581 -4.832 0.743 0.083
H 2.127 -4.477 1.538 0.077
H -0.842 -3.743 -0.964 0.081
H -1.762 -5.301 -2.620 0.112
H -0.631 -5.596 -4.803 0.116
H 1.429 -4.333 -5.305 0.118
H 2.366 -2.777 -3.654 0.108
H 2.687 -0.059 -2.596 0.093
H 5.011 0.367 -3.269 0.110
H 6.832 -1.064 -2.402 0.118
H 6.317 -2.948 -0.892 0.117
H 3.998 -3.410 -0.234 0.102
H -0.330 -4.047 3.585 0.115
H -2.198 -5.617 3.897 0.118
H -4.161 -5.528 2.402 0.116
H -4.263 -3.848 0.592 0.100
H -2.405 -2.266 0.274 0.080
H 2.718 -2.978 2.895 0.094
H 3.633 -2.495 5.132 0.118
H 2.400 -1.021 6.677 0.108
H 0.274 0.016 5.981 0.113
H -0.637 -0.423 3.735 0.109
C 1.297 2.826 2.641 0.028
C 2.222 1.779 2.125 -0.276
N 1.991 0.759 1.284 0.069
C 3.195 0.069 1.162 -0.095
C 4.142 0.681 1.891 -0.001
N 3.521 1.762 2.480 0.027
C 4.190 2.689 3.387 -0.081
N 4.480 2.074 4.640 -0.039
N 5.447 1.127 4.706 0.071
N 5.514 0.670 5.894 0.092
C 4.564 1.325 6.658 -0.239
C 4.253 1.187 8.015 -0.009
C 3.217 1.949 8.499 -0.072
C 2.508 2.843 7.662 -0.070
C 2.817 3.000 6.330 -0.017
C 3.867 2.208 5.850 -0.174
H 0.346 2.788 2.132 0.064
H 1.730 3.812 2.490 0.092
H 1.124 2.679 3.710 0.092
H 3.300 -0.829 0.572 0.067
H 5.179 0.455 2.067 0.133
H 3.530 3.532 3.567 0.133
H 5.105 3.047 2.918 0.061
H 4.812 0.512 8.648 0.121
H 2.946 1.884 9.543 0.108
H 1.714 3.439 8.091 0.109
H 2.293 3.717 5.713 0.103
F 2.056 3.694 -0.252 0.099
C 3.253 3.606 -0.876 -0.142
C 4.374 3.896 -0.150 -0.125
F 4.197 4.220 1.146 0.097
C 5.657 3.891 -0.724 -0.034
C 5.668 3.643 -2.116 -0.128
C 4.526 3.342 -2.830 -0.147
F 4.656 3.023 -4.118 0.132
C 3.272 3.263 -2.220 -0.043
C 2.058 2.789 -2.844 -0.171
C 1.261 2.015 -2.050 -0.113
N 0.714 1.240 -1.371 0.190
C 1.720 2.878 -4.224 -0.201
N 1.389 2.944 -5.323 0.167
F 6.822 3.611 -2.772 0.142
C 6.836 4.070 0.060 -0.098
C 8.139 4.164 -0.490 -0.165
N 9.216 4.259 -0.883 0.223
C 6.771 4.059 1.481 -0.141
N 6.723 4.005 2.629 0.215
```

***

Which energy above the lowest of the compared OMol25 structures with the same formula, charge and spin belongs to each record? In order, 43.1, 0.0 kcal per mole.